Below is an isolated molecule of C6H7NO2 at a distorted geometry, with properties calculated with ωB97M-V/def2-TZVPD.

Geometry as XYZ:
```
16
Properties=species:S:1:pos:R:3:forces:R:3
C -1.51092 1.26579 0.03304 -2.704 3.181 1.170
C 1.04466 1.22719 -0.30488 0.712 -0.841 2.053
C -2.29771 0.40428 0.72593 -1.405 0.592 -1.048
C 1.68416 0.68657 0.82996 -0.208 0.701 -1.738
C -0.41275 -0.56357 0.25922 0.396 -1.744 -0.486
C 0.18604 -1.78630 -0.43087 0.599 0.063 0.069
N -0.28458 0.70163 -0.29451 -1.567 -1.920 0.753
O -1.64636 -0.76505 0.82502 2.618 -0.820 -0.721
O 1.23449 -0.29252 1.48498 -0.806 -0.161 0.220
H -1.88487 2.34346 -0.06378 1.338 -1.715 -0.415
H 1.42961 2.00866 -0.94145 -0.521 -0.078 0.025
H -3.40272 0.26730 0.93585 1.735 0.972 -0.065
H 2.62795 1.09453 1.13643 0.609 0.342 0.109
H 1.25641 -1.62302 -0.59092 -0.378 0.294 -0.348
H -0.36911 -1.87093 -1.35380 0.093 0.252 -0.683
H 0.15310 -2.83022 -0.07583 -0.511 0.881 1.106
```
Positions in Å, forces in eV/Å.

Summary:
* HOMO-LUMO gap: 8.63 eV
* ΔE to the lowest compared entry with this formula, charge and spin: 75.3 kcal/mol
* total charge: 0
* E: -11917.1664 eV
* highest occupied orbital energy: -7.67 eV


Below is C37H35N4PPd as an isolated structure at a distorted geometry, with properties calculated with ωB97M-V/def2-TZVPD.

Geometry as XYZ:
```
78
Properties=species:S:1:pos:R:3:forces:R:3
Pd -0.77755 -0.26660 -0.04456 -0.389 -0.951 0.046
C -2.48743 2.01963 0.87992 -0.029 -0.236 -0.034
C -2.88536 1.29535 2.16753 0.113 -0.063 -0.030
C -1.81853 0.50619 2.90113 -0.075 -0.028 -0.200
C -1.67602 0.63825 4.27418 -0.028 0.011 0.092
C -0.78607 -0.17757 4.95666 -0.023 0.029 0.052
C -0.06682 -1.12780 4.25005 0.002 -0.002 0.082
C -0.23856 -1.18794 2.88313 -0.111 0.124 -0.094
N -1.07892 -0.38036 2.21762 0.320 0.090 0.028
N -2.43183 1.13965 -0.31752 0.266 0.265 -0.200
C -3.71737 0.44591 -0.59988 0.092 0.036 0.075
C -3.72324 -1.02101 -0.24435 0.209 0.042 0.017
C -4.90517 -1.73903 -0.18427 -0.128 -0.004 0.003
C -4.84984 -3.09365 0.09218 -0.082 -0.052 0.005
C -3.61779 -3.69575 0.30637 -0.006 -0.048 0.012
C -2.48511 -2.91234 0.23785 -0.089 0.173 -0.023
N -2.54111 -1.60186 -0.03641 -0.091 -0.148 0.033
C -1.98008 1.89908 -1.51420 -0.117 -0.238 0.140
C -1.61224 0.96276 -2.64488 0.041 -0.151 0.117
C -1.79395 1.32244 -3.96512 -0.004 0.017 -0.145
C -1.37441 0.44893 -4.96033 -0.011 0.004 -0.027
C -0.80534 -0.76249 -4.60258 -0.024 0.027 -0.107
C -0.67066 -1.05549 -3.25946 -0.003 0.015 0.199
N -1.06099 -0.21371 -2.30113 0.020 0.438 -0.038
H -3.20085 2.82482 0.68509 -0.083 0.017 0.007
H -1.50398 2.47257 0.99303 0.091 0.059 -0.020
H -3.27769 2.04741 2.85020 0.003 0.010 0.029
H -3.71843 0.61277 1.97225 -0.019 0.038 0.020
H -2.27173 1.37022 4.80439 0.019 -0.028 -0.002
H -0.66652 -0.08037 6.02905 -0.017 0.003 -0.054
H 0.62090 -1.80354 4.74143 -0.033 0.036 -0.028
H 0.32235 -1.89824 2.28918 0.003 -0.003 -0.028
H -4.52761 0.95761 -0.07992 -0.059 0.045 0.013
H -3.92983 0.53821 -1.66464 0.001 -0.017 -0.071
H -5.85404 -1.24448 -0.35317 0.033 -0.013 0.009
H -5.76103 -3.67644 0.14283 0.034 0.021 -0.001
H -3.53836 -4.75109 0.52730 0.006 0.026 -0.009
H -1.50016 -3.32938 0.40641 0.033 0.003 0.005
H -2.74718 2.60554 -1.83948 -0.083 0.018 -0.008
H -1.10769 2.48140 -1.22132 0.116 0.056 0.056
H -2.25042 2.27258 -4.21371 0.009 -0.034 0.001
H -1.49877 0.71017 -6.00345 0.001 -0.003 0.026
H -0.47385 -1.47273 -5.34776 -0.008 0.028 0.024
H -0.23649 -1.99290 -2.93209 0.004 0.020 0.006
C 3.19792 -3.66306 1.62724 0.008 0.015 0.001
C 3.43514 -2.47121 2.29980 -0.014 -0.006 -0.001
C 2.97410 -1.26780 1.77809 0.080 -0.026 0.050
C 2.27353 -1.25731 0.57662 0.005 0.026 -0.045
C 2.03573 -2.45934 -0.09707 -0.093 -0.048 0.057
C 2.49848 -3.65807 0.42433 -0.010 0.021 0.014
P 1.57385 0.26996 -0.10986 0.237 0.359 0.053
C 2.32513 0.45566 -1.74378 -0.045 -0.053 -0.047
C 3.46552 -0.24755 -2.12562 0.015 -0.041 -0.040
C 4.03211 -0.02565 -3.37455 -0.032 0.021 -0.022
C 3.46624 0.89704 -4.24473 -0.002 -0.028 0.028
C 2.33152 1.60609 -3.86569 0.007 -0.022 0.009
C 1.76359 1.38112 -2.62186 0.035 0.104 -0.049
C 2.23319 1.62976 0.88360 -0.103 0.042 0.069
C 3.44425 2.23862 0.55898 0.032 0.015 0.025
C 3.94627 3.25391 1.36186 0.002 -0.005 -0.018
C 3.24660 3.66492 2.48899 -0.015 -0.006 0.004
C 2.03677 3.06445 2.81653 -0.004 -0.034 -0.037
C 1.52804 2.05338 2.01238 0.091 0.065 0.004
H 3.57010 -4.59612 2.03174 -0.026 0.036 -0.010
H 3.98987 -2.47565 3.23030 -0.013 0.003 -0.047
H 3.16747 -0.34021 2.30401 0.004 -0.029 -0.012
H 1.50488 -2.45379 -1.04471 0.018 -0.004 -0.008
H 2.32731 -4.58533 -0.10888 0.005 0.042 0.021
H 3.91674 -0.96857 -1.45492 0.000 0.038 -0.009
H 4.92124 -0.57142 -3.66392 -0.031 0.018 0.005
H 3.91219 1.06752 -5.21684 -0.015 0.000 0.044
H 1.89563 2.33583 -4.53740 0.020 -0.026 0.029
H 0.89149 1.95198 -2.32294 0.019 -0.003 -0.003
H 3.99597 1.92573 -0.31907 -0.009 0.008 0.014
H 4.88663 3.72630 1.10481 -0.052 -0.029 0.014
H 3.64312 4.45845 3.11063 -0.021 -0.042 -0.027
H 1.49010 3.38663 3.69511 0.027 -0.018 -0.051
H 0.58509 1.58698 2.26924 -0.025 -0.023 0.012
```
Positions in Å, forces in eV/Å.

Summary:
* HOMO-LUMO gap (spin up / spin down): 8.25 / 6.94 eV
* ΔE to the lowest compared entry with this formula, charge and spin: 0.0 kcal/mol
* total charge: +2
* ⟨S²⟩: 2.007
* multiplicity: 3
* E: -57654.2128 eV
* highest occupied orbital energy (spin up / spin down): -13.05 / -13.88 eV


Below is a 12-piece molecular cluster, C16H56O12 overall at a distorted geometry, with properties calculated with ωB97M-V/def2-TZVPD.

Geometry as XYZ:
```
84
Properties=species:S:1:pos:R:3:forces:R:3
C -1.02297 4.53994 1.24206 0.154 1.065 0.600
O -1.66391 3.35285 0.93930 -0.315 -2.011 -1.048
H -1.14939 4.51140 2.32432 0.642 1.637 0.185
H 0.02247 4.56062 0.93428 0.208 -0.095 0.128
H -1.51737 5.36848 0.73491 -0.137 0.040 0.360
H -1.35292 2.79755 1.65800 -0.346 -0.831 -0.170
C -2.51569 -2.69171 -2.18148 -0.387 -0.548 0.321
O -2.71210 -2.49558 -0.77077 1.055 0.000 -0.571
H -3.46343 -2.54805 -2.70038 0.070 0.056 -0.130
H -1.77087 -2.01424 -2.59906 0.091 0.060 -0.025
H -2.21869 -3.72989 -2.33005 0.161 0.099 -0.074
H -3.40384 -1.83203 -0.71783 -0.377 0.597 0.651
C -3.87080 -0.35224 1.45960 -0.106 -0.609 0.996
O -4.13492 -0.33669 0.09357 -0.042 -0.357 -0.553
H -2.83073 -0.14738 1.71337 0.389 -0.015 -0.124
H -4.46113 0.31635 2.08616 -0.317 0.344 -0.406
H -4.11488 -1.35822 1.80099 0.170 -0.054 0.081
H -3.97214 0.53506 -0.27405 -0.334 0.771 -0.031
C 1.43625 -0.96167 -2.95266 -1.473 0.381 0.172
O 1.67520 0.43614 -3.07090 0.763 -0.159 0.184
H 1.69543 -1.52203 -3.85095 0.030 -0.001 0.123
H 1.79713 -1.43561 -2.03984 0.714 0.099 -0.117
H 0.35812 -0.94099 -2.79353 -0.173 -0.791 -0.424
H 2.56639 0.54780 -3.40989 0.115 0.335 -0.039
C -4.58267 3.37327 -1.12748 -0.023 1.371 -0.034
O -4.07872 2.42945 -0.20782 -0.159 -0.801 -0.484
H -5.61647 3.21457 -1.43435 0.179 -0.557 0.187
H -4.55735 4.35017 -0.64465 -0.189 0.245 0.071
H -3.95028 3.49628 -2.00672 -0.020 -0.417 -0.248
H -3.13519 2.60521 -0.18626 0.325 0.177 0.521
C -1.84316 1.38212 4.14754 -0.292 0.202 0.354
O -0.75412 1.22302 3.26749 -0.494 0.973 -0.752
H -2.58120 0.60425 3.95182 -0.270 0.036 0.177
H -1.48268 1.30530 5.17333 -0.055 -0.207 0.159
H -2.29112 2.37227 4.06365 0.006 -0.093 -0.371
H -0.26314 0.47394 3.61306 1.157 -0.607 -0.017
C -0.20883 0.19791 0.24779 1.173 -0.570 -1.521
O -0.06484 -1.10313 -0.29286 0.835 2.088 1.175
H -0.34462 0.16597 1.32882 -0.753 -0.143 1.284
H 0.70798 0.78008 0.15480 0.176 -0.279 -0.390
H -1.05816 0.72209 -0.19038 -0.580 0.090 -0.022
H -0.92749 -1.51564 -0.20762 -1.613 -1.115 -0.338
C 3.22972 2.97266 -0.10672 1.446 -0.200 0.396
O 4.68977 3.04737 -0.33688 -1.928 0.157 0.325
H 2.98028 1.94496 0.15730 -0.218 -0.242 -0.387
H 2.96321 3.52783 0.79265 0.427 0.370 -0.153
H 2.65082 3.35983 -0.94521 0.118 -0.111 -0.074
H 4.84568 2.49167 -1.10401 0.190 0.007 -0.075
C -0.23928 3.73076 -2.31653 0.343 -0.782 -0.548
C -0.67784 2.68693 -3.34694 0.246 0.170 -0.731
O -1.09749 1.50401 -2.69642 -0.719 -0.304 0.730
H 0.63780 3.31468 -1.82085 -0.074 0.075 0.374
H -1.07093 3.82925 -1.61884 0.215 0.372 0.082
H 0.08598 4.66466 -2.77494 -0.364 0.060 0.012
H 0.09816 2.29156 -4.00238 0.532 0.869 -0.174
H -1.45918 3.06510 -4.00618 -0.319 -0.139 0.314
H -0.26227 1.06555 -2.51824 0.253 -0.360 0.088
C 4.94948 -1.95760 -0.86242 -0.503 0.522 -0.090
C 4.39745 -0.56903 -0.43890 0.965 -1.476 0.263
O 3.25719 -0.79538 0.39936 -0.280 0.467 -0.285
H 5.79815 -1.93143 -1.54593 0.107 0.242 0.157
H 4.16285 -2.51157 -1.37470 -0.118 -0.067 -0.055
H 5.20072 -2.52756 0.03207 0.110 0.091 -0.046
H 4.08881 0.03940 -1.28899 0.243 0.153 -0.104
H 5.15896 -0.07130 0.16149 -0.201 0.306 -0.117
H 2.56625 -0.87617 -0.26222 -0.473 -0.184 0.274
C 1.21681 -5.54882 -1.01368 -0.120 -1.343 0.066
C 1.31645 -4.07541 -0.80749 0.237 0.049 0.272
O 1.61859 -3.75277 0.55301 -0.159 -0.258 -0.337
H 2.13126 -6.12380 -0.86780 0.427 0.529 0.098
H 0.94159 -5.75756 -2.04750 -0.242 0.088 -0.027
H 0.52071 -6.06442 -0.35209 -0.389 0.362 -0.034
H 0.38637 -3.58503 -1.09484 -0.226 0.004 -0.117
H 2.09633 -3.73639 -1.48936 0.247 0.436 0.032
H 1.55656 -2.79994 0.65232 0.233 0.137 0.038
C 0.69348 -3.23908 3.91902 0.556 -0.986 1.180
C 0.11886 -1.98826 3.40844 -1.040 0.982 0.286
O 0.81520 -0.77780 3.78598 -0.050 -0.662 -0.332
H 0.10649 -4.10299 3.60723 0.122 0.063 -0.366
H 0.60947 -3.24654 5.00576 0.211 0.068 0.130
H 1.74460 -3.39245 3.67467 -0.042 -0.046 -0.282
H -0.84042 -1.83948 3.90415 -0.273 -0.109 -0.199
H -0.09571 -2.06133 2.34227 0.345 0.321 -0.326
H 1.76573 -0.88078 3.69939 0.204 -0.036 -0.097
```
Positions in Å, forces in eV/Å.

Summary:
* HOMO-LUMO gap (spin up / spin down): 10.70 / 3.44 eV
* ΔE to the lowest compared entry with this formula, charge and spin: 29.6 kcal/mol
* total charge: +1
* ⟨S²⟩: 0.756
* multiplicity: 2
* E: -42056.0586 eV
* highest occupied orbital energy (spin up / spin down): -12.77 / -12.77 eV


Below is a 2-piece molecular cluster, C3H6N3S overall at a distorted geometry, with properties calculated with ωB97M-V/def2-TZVPD.

Geometry as XYZ:
```
13
Properties=species:S:1:pos:R:3:forces:R:3
C -0.30234 1.97910 -0.34966 -0.581 2.170 1.431
C -0.82203 1.55309 -1.59841 2.088 0.378 -1.321
C 0.60848 -2.35882 0.54431 2.537 -0.821 0.795
N 0.55991 -0.21442 1.74146 -0.961 0.791 0.729
N 0.46719 0.73050 2.36356 1.033 -0.184 1.268
N 0.34610 -0.97400 0.86169 -1.206 -0.457 -2.329
S -0.01635 2.74017 0.91829 0.023 -1.169 -1.491
H 0.05094 1.23436 -2.26306 -1.621 -0.447 0.757
H -1.73373 1.05316 -1.45587 -0.650 -2.579 0.388
H -1.37023 2.30548 -2.13722 0.609 1.734 -0.203
H 0.90812 -2.38906 -0.54583 -0.388 -0.078 1.327
H 1.55697 -2.58931 1.19728 -1.840 -0.445 -1.399
H -0.25305 -3.07025 0.72345 0.956 1.109 0.048
```
Positions in Å, forces in eV/Å.

Summary:
* HOMO-LUMO gap: 7.64 eV
* ΔE to the lowest compared entry with this formula, charge and spin: 115.9 kcal/mol
* total charge: +1
* E: -18501.7378 eV
* highest occupied orbital energy: -13.51 eV